# 1
The following is a DFT calculation (ωB97M-V/def2-TZVPD) of a molecular structure, C6H7Br2N at a distorted geometry.

Each line ends with the Löwdin charge.
Atoms and positions in Å:
C  0.3857  -0.2467  -0.7783  -0.09
C  -0.0415  -1.4952  1.0354  -0.22
C  -1.1697  -0.4798  0.9241  -0.04
C  -1.0283  0.2251  -0.1812  -0.27
C  3.0935  0.7247  -0.7716  -1.11
C  -1.8203  1.3538  -0.6864  -0.07
N  0.8394  -1.1665  -0.0016  -0.04
Br  3.7835  -0.9651  -0.5804  0.62
Br  3.0511  1.7109  0.8052  0.55
H  0.9635  0.1385  -1.5674  0.06
H  0.4437  -1.6577  1.8842  0.07
H  -0.5705  -2.4667  0.8182  0.15
H  -2.0549  -0.5424  1.5149  0.10
H  -2.1814  1.0358  -1.6812  0.08
H  -1.0133  2.1828  -0.7031  0.11
H  -2.6805  1.6484  -0.0306  0.09

Properties
energy relative to the best compared isomer or geometry (same formula, charge and spin): 93.2 kcal per mole
LUMO: -0.033 Eh
calculated total energy: -147905.5732 eV
molar mass: 252.94 g/mol
highest occupied orbital energy: -8.89 eV
total charge: 0


# 2
The following is a DFT calculation (ωB97M-V/def2-TZVPD) of a gas-phase ion, C6H7BrN (charge +1) at a distorted geometry.

Each line ends with the Löwdin charge.
Atoms and positions in Å:
C  1.5845  -0.7693  -0.4569  -0.01
C  1.5042  0.7347  -0.3664  -0.02
C  0.5185  -1.4414  0.0128  -0.01
C  0.5372  1.4296  0.2193  -0.03
C  -0.6554  -0.7493  0.6336  -0.17
C  -1.5555  -0.1647  -0.3541  -0.57
N  -0.6941  0.7461  0.5218  0.02
Br  -3.4191  -0.0560  -0.0342  0.87
H  2.3188  -1.3396  -0.9667  0.11
H  2.2954  1.4606  -0.5832  0.13
H  0.4716  -2.5446  -0.1143  0.15
H  0.5797  2.5299  0.3394  0.15
H  -1.1029  -1.0663  1.4607  0.11
H  -1.1194  -0.1006  -1.3454  0.14
H  -1.2635  1.3310  1.0335  0.13

Properties
energy relative to the best compared isomer or geometry (same formula, charge and spin): 20.6 kcal per mole
LUMO: -0.157 Eh
calculated total energy: -77858.2755 eV
molar mass: 173.03 g/mol
SMILES string: Br[C@@H]1[C@H]2C=CC=C[N@@H+]12
highest occupied orbital energy: -13.73 eV
total charge: +1